Entry 1:
Density functional theory data (the ωB97M-V functional and the def2-TZVPD basis) for the molecule C6H6FNOS at a distorted geometry.

Each line ends with the Löwdin charge.
Atoms and positions in Å:
C -1.102 1.221 1.718  -0.112
C -1.638 0.109 1.093  -0.074
C 0.151 1.674 1.407  -0.091
C -0.936 -0.561 0.103  -0.098
C 0.909 0.987 0.418  -0.027
C 0.347 -0.189 -0.172  -0.305
N -0.015 -1.722 -2.382  -0.198
O 2.390 -0.523 -2.129  -0.368
F 1.712 -2.504 -0.684  -0.253
S 1.116 -1.140 -1.492  0.855
H -1.700 1.793 2.549  0.147
H -2.687 -0.289 1.488  0.155
H 0.537 2.601 1.822  0.107
H -1.241 -1.416 -0.394  0.077
H 1.931 1.404 -0.010  0.156
H 0.226 -1.445 -3.335  0.028

As for the molar mass: 159.19 g/mol. The relative energy (zero: lowest compared OMol25 entry of this formula, charge and spin) comes out at 32.0 kcal per mole. Its net charge is 0. The calculated total energy is -23406.8330 eV.

=====

Entry 2:
Density functional theory data (the ωB97M-V functional and the def2-TZVPD basis) for a structure of composition C6H6I2 at a distorted geometry.

Each line ends with the Löwdin charge.
Atoms and positions in Å:
C -0.388 -1.632 0.024  -0.082
C 0.548 1.717 -0.099  -0.107
C -0.070 -0.489 0.977  -0.215
C 0.003 0.640 -0.927  -0.188
C -0.917 -0.246 -0.208  -0.304
C 0.945 0.379 0.245  -0.767
I -3.775 -0.339 0.172  0.095
I 2.957 -0.344 0.038  0.856
H 0.506 -2.010 -0.570  0.102
H -1.110 -2.419 0.293  0.102
H 1.225 2.465 -0.529  0.130
H -0.046 2.271 0.545  0.103
H -0.165 -0.271 1.968  0.116
H 0.286 0.278 -1.929  0.160

As for the molar mass: 331.92 g/mol. The relative energy (zero: lowest compared OMol25 entry of this formula, charge and spin) comes out at 48.9 kcal per mole. Its net charge is 0. The calculated total energy is -22515.6802 eV.

=====

Entry 3:
Density functional theory data (the ωB97M-V functional and the def2-TZVPD basis) for the molecule C6H6I2O2 at a distorted geometry.

Each line ends with the Löwdin charge.
Atoms and positions in Å:
C 1.064 0.149 1.233  -0.269
C 1.150 -0.585 -0.076  -0.514
C -0.922 1.495 0.363  -0.332
C -1.016 0.502 -0.724  0.011
C 0.120 1.015 1.466  -0.680
C -0.015 -0.404 -0.977  -0.380
O -2.324 1.735 0.885  -0.097
O -0.133 -1.331 -1.978  0.038
I -0.050 1.932 3.309  0.934
I 3.062 0.205 -1.090  0.703
H 1.789 -0.109 1.982  0.091
H 1.387 -1.586 0.011  0.052
H -0.566 2.426 -0.032  0.134
H -1.769 0.730 -1.494  0.136
H -2.942 1.301 0.281  0.070
H 0.646 -1.903 -1.853  0.100

As for the molar mass: 363.92 g/mol. The relative energy (zero: lowest compared OMol25 entry of this formula, charge and spin) comes out at 46.7 kcal per mole. Its net charge is 0. The calculated total energy is -26613.7899 eV.

=====

Entry 4:
Density functional theory data (the ωB97M-V functional and the def2-TZVPD basis) for a structure of composition C6H6LuO3 at a distorted geometry.

Each line ends with the Löwdin charge.
Atoms and positions in Å:
C -1.310 -2.194 2.720  -0.168
C -0.744 -2.505 1.574  -0.103
C -0.280 -1.485 0.559  -0.213
C 1.224 -1.561 0.270  -0.359
O 1.625 -0.662 -0.696  -0.475
Lu 1.388 1.140 -1.828  2.142
H -0.639 -3.576 1.381  0.124
H -0.519 -0.471 0.913  0.114
H -0.822 -1.638 -0.388  0.112
H 1.460 -2.600 -0.039  0.131
H 1.764 -1.397 1.224  0.133
O -1.899 -1.807 3.655  0.192
H -1.421 6.005 -2.326  0.038
C -0.641 5.264 -2.385  0.114
C 0.079 4.277 -2.353  -0.427
O 0.735 3.209 -2.281  -0.355

As for the molar mass: 301.08 g/mol. The relative energy (zero: lowest compared OMol25 entry of this formula, charge and spin) comes out at 49.6 kcal per mole. Its net charge is +1. The calculated total energy is -46071.0783 eV.

=====

Question: What is the net charge in the third record?
Answer: 0

=====

Question: What is the formula in the second record?
Answer: C6H6I2